Computed, not measured: a 2-piece molecular cluster, C3H6NO2 overall in a non-equilibrium geometry, with ωB97M-V/def2-TZVPD.

Atoms and positions in Å:
1 C -2.518 -0.443 0.023
2 C -1.370 -0.043 -0.084
3 C -0.103 0.548 -0.030
4 N 0.460 0.930 1.136
5 O 0.201 1.102 -1.219
6 O 1.337 -1.035 -0.446
7 H -3.332 -1.007 0.199
8 H 0.268 0.393 1.907
9 H 1.740 -1.612 0.163
10 H 1.394 1.248 0.838
11 H 1.113 1.368 -1.343
12 H 0.810 -1.448 -1.144

Results
HOMO (spin up / spin down) (eV): -15.91 / -15.91
Electronic energy (eV): -8783.534
Gap between HOMO and LUMO (spin up / spin down) (Eh): 0.3916 / 0.3922
LUMO (spin up / spin down) (eV): -5.25 / -5.23
Charge: +1